No. 1
# C29H46Cl28N2O5P2

8 unconnected molecules or ions with the total composition C29H46Cl28N2O5P2 in a non-equilibrium geometry (ωB97M-V/def2-TZVPD, OMol25).

Geometry (Å):
C  1.333  -6.064  2.572
C  1.892  -5.543  1.295
P  1.498  -3.808  0.535
C  2.997  -2.966  -0.380
C  3.083  -1.348  -0.128
C  3.885  -0.715  -1.437
C  3.493  0.841  -1.770
C  1.886  1.150  -1.866
C  1.054  0.137  -2.872
C  -0.582  0.479  -2.907
C  -0.954  1.811  -2.011
C  -2.560  2.206  -2.054
C  -2.704  3.656  -1.240
C  -3.354  3.373  0.249
C  -2.311  2.681  1.318
C  -2.549  1.062  1.542
C  -4.078  0.840  2.121
C  -0.281  -3.014  0.574
C  -1.403  -4.020  1.263
C  -2.708  -4.052  0.270
C  -3.652  -2.683  0.358
N  -4.436  -2.413  -0.907
C  -5.628  -3.329  -1.070
C  -6.853  -2.792  -2.072
O  -5.786  -4.542  -0.533
O  1.824  -2.968  2.025
N  3.031  -3.284  2.532
O  3.070  -2.683  3.620
P  0.974  -4.856  -1.351
O  0.474  -3.699  -2.580
O  2.349  -5.724  -1.986
H  1.758  -5.710  3.609
H  0.486  -6.898  2.474
H  2.655  -6.206  0.675
H  2.922  -3.218  -1.534
H  4.039  -3.425  -0.024
H  2.056  -0.832  0.089
H  3.793  -1.187  0.812
H  5.040  -0.730  -1.132
H  3.744  -1.393  -2.396
H  3.984  1.114  -2.799
H  3.943  1.562  -0.943
H  1.454  1.104  -0.779
H  1.785  2.234  -2.357
H  1.129  -0.985  -2.519
H  1.400  0.199  -3.999
H  -1.174  -0.444  -2.457
H  -0.972  0.635  -4.003
H  -0.687  1.604  -0.886
H  -0.378  2.736  -2.459
H  -2.829  2.334  -3.209
H  -3.259  1.414  -1.543
H  -3.323  4.433  -1.881
H  -1.617  4.064  -1.079
H  -4.334  2.727  0.054
H  -3.627  4.443  0.696
H  -2.405  3.190  2.393
H  -1.203  2.895  0.964
H  -1.759  0.723  2.355
H  -2.343  0.436  0.556
H  -4.195  -0.181  2.685
H  -4.323  1.787  2.783
H  -4.801  0.918  1.180
H  -0.207  -2.078  1.295
H  -0.612  -2.597  -0.474
H  -1.689  -3.691  2.349
H  -0.994  -5.129  1.349
H  -3.408  -4.929  0.667
H  -2.381  -4.240  -0.845
H  -4.304  -2.645  1.350
H  -2.876  -1.782  0.467
H  -4.861  -1.447  -0.773
H  -7.771  -3.511  -1.984
H  -7.079  -1.685  -1.697
H  -6.400  -2.794  -3.173
H  0.963  -4.015  -3.416
H  3.158  -5.572  -1.380
C  -1.372  3.932  5.327
Cl  -2.767  4.685  4.513
Cl  -1.468  2.161  5.155
Cl  0.137  4.519  4.584
Cl  -1.389  4.362  7.056
C  3.128  2.779  2.111
Cl  1.681  2.817  1.072
Cl  4.591  2.805  1.094
Cl  3.127  4.202  3.184
Cl  3.115  1.293  3.094
C  -2.872  -8.038  -1.293
Cl  -3.903  -6.586  -1.342
Cl  -3.847  -9.442  -0.791
Cl  -2.188  -8.336  -2.911
Cl  -1.548  -7.787  -0.126
C  -4.072  7.285  -0.644
Cl  -5.122  6.247  -1.640
Cl  -4.318  6.901  1.079
Cl  -2.368  6.997  -1.079
Cl  -4.478  8.995  -0.934
C  3.128  8.488  3.096
Cl  2.097  9.940  3.046
Cl  2.153  7.084  3.597
Cl  3.812  8.190  1.477
Cl  4.452  8.739  4.262
C  7.628  7.838  -0.848
Cl  8.056  7.481  0.844
Cl  8.332  6.595  -1.914
Cl  5.856  7.837  -1.026
Cl  8.270  9.438  -1.298
C  6.128  -4.476  -2.183
Cl  5.078  -5.514  -3.179
Cl  5.882  -4.860  -0.461
Cl  7.832  -4.764  -2.618
Cl  5.722  -2.766  -2.474

For the strongest force on any atom, the calculation gives 0.14783 hartree/bohr. The LUMO energy comes out at -1.338 eV. The total energy is -413223.4228 eV.

Löwdin atomic charge list, values in e, 2 entries: C -0.033; C -0.289

No. 2
# C29H46GdP2Te

A molecular structure, C29H46GdP2Te in a non-equilibrium geometry (ωB97M-V/def2-TZVPD, OMol25).

Geometry (Å):
Gd  0.226  -0.145  0.307
C  -0.689  -2.435  1.919
C  0.613  -2.731  1.388
C  0.856  -1.181  3.075
C  -0.529  -1.475  2.968
C  1.571  -1.925  2.092
C  -1.960  -3.132  1.581
H  -1.955  -3.497  0.549
H  -2.812  -2.448  1.683
H  -2.163  -4.008  2.226
C  -1.593  -0.998  3.871
H  -2.528  -1.574  3.768
H  -1.825  0.047  3.641
H  -1.294  -1.032  4.935
C  1.495  -0.336  4.120
H  0.998  -0.421  5.103
H  1.453  0.714  3.813
H  2.558  -0.587  4.263
C  3.040  -1.929  1.911
H  3.567  -2.629  2.592
H  3.458  -0.924  2.097
H  3.317  -2.202  0.881
C  0.955  -3.821  0.429
H  1.418  -4.690  0.925
H  1.674  -3.464  -0.328
H  0.072  -4.193  -0.102
C  -1.145  1.139  -3.386
C  -1.609  -0.169  -3.630
C  -1.063  -1.026  -4.727
C  0.489  -1.074  -4.836
C  1.262  -0.680  -3.609
C  1.815  0.574  -3.421
C  1.259  1.815  -4.081
C  -0.264  1.879  -4.329
H  -1.459  -0.664  -5.706
H  0.788  -0.402  -5.666
H  -1.483  -2.052  -4.597
H  -0.469  1.503  -5.353
H  -1.660  1.820  -2.689
H  -2.655  -0.526  -3.448
H  -0.559  2.956  -4.308
H  1.554  2.690  -3.488
H  2.945  0.692  -3.321
H  1.750  2.002  -5.053
H  0.774  -2.108  -5.113
H  1.509  -1.537  -2.972
P  -2.165  -0.374  -1.438
C  -3.693  0.528  -1.693
C  -1.620  -2.162  -1.820
P  2.401  0.692  -1.131
C  -0.621  0.408  -1.583
C  3.487  -0.732  -1.379
C  2.895  2.377  -1.428
H  -3.711  1.446  -1.105
H  -4.503  -0.118  -1.351
H  -3.865  0.789  -2.735
H  -0.778  -2.197  -2.565
H  -2.534  -2.620  -2.239
H  -1.307  -2.695  -0.888
H  2.499  2.692  -2.405
H  3.993  2.411  -1.403
H  2.446  3.022  -0.659
H  -0.410  1.484  -1.343
H  0.163  -0.223  -2.148
H  3.983  -1.036  -0.432
H  4.205  -0.460  -2.204
H  2.851  -1.583  -1.717
Te  -0.145  2.531  1.634
C  -0.909  3.039  3.633
C  -1.436  4.345  3.741
C  -1.847  4.841  4.986
C  -1.777  4.052  6.129
C  -1.252  2.777  6.036
C  -0.793  2.261  4.812
H  -1.468  4.953  2.853
H  -2.210  5.859  5.062
H  -2.116  4.443  7.099
H  -1.161  2.149  6.943
H  -0.308  1.287  4.760

For the strongest force on any atom, the calculation gives 0.13389 hartree/bohr. Its spin multiplicity is 8. Its total charge is +1. The LUMO energy (spin up / spin down) comes out at -3.905 / -4.277 eV. The total energy is -77505.0369 eV.

Löwdin atomic charge list, values in e, 2 entries: Gd 0.920; C -0.293